No. 1
{
  "formula": "C11H44N4O11",
  "method": "ωB97M-V/def2-TZVPD",
  "relative_energy_kcal_mol": 263.4,
  "smiles": "NC(N)=O.NC(N)=O.CO.CO.CO.CO.CO.CO.CO.CO.CO",
  "e_homo_ev": -8.02,
  "gap_ev": 8.4025,
  "symbols": ["N", "C", "N", "O", "H", "H", "H", "H", "N", "C", "N", "O", "H", "H", "H", "H", "C", "O", "H", "H", "H", "H", "C", "O", "H", "H", "H", "H", "C", "O", "H", "H", "H", "H", "C", "O", "H", "H", "H", "H", "C", "O", "H", "H", "H", "H", "C", "O", "H", "H", "H", "H", "C", "O", "H", "H", "H", "H", "C", "O", "H", "H", "H", "H", "C", "O", "H", "H", "H", "H"],
  "positions_angstrom": [[-0.3330, -2.9066, -1.7694], [0.7269, -2.3202, -2.2346], [1.5849, -3.3135, -2.3060], [0.5658, -1.3072, -3.1268], [-1.2955, -2.6068, -2.0470], [-0.2752, -3.1354, -0.7961], [2.3412, -3.1618, -3.1190], [2.1488, -3.4421, -1.4646], [5.0225, -0.3484, -1.5794], [3.9862, 0.0637, -2.1659], [3.9425, -0.1968, -3.4353], [2.9134, 0.5367, -1.4358], [5.0361, -0.3532, -0.6027], [5.7998, -0.6210, -2.1322], [3.1533, 0.2873, -3.9461], [4.8122, -0.4116, -3.9658], [-2.2985, -3.4249, 0.7444], [-0.8890, -3.2795, 0.7574], [-2.5699, -4.3341, 1.2683], [-2.8469, -3.2545, -0.1494], [-2.8406, -2.6345, 1.3118], [-0.8154, -2.3219, 0.7997], [-1.1381, 1.9213, 2.8533], [-1.8435, 0.7810, 3.3176], [-0.9705, 2.5644, 3.7543], [-1.5405, 2.4791, 2.0016], [-0.1798, 1.6386, 2.5123], [-2.7179, 1.0111, 3.6316], [1.0119, -1.3850, 3.5778], [-0.3521, -1.6516, 3.2580], [1.3848, -0.4818, 3.1181], [1.7314, -2.1564, 3.1328], [1.2053, -1.3242, 4.5967], [-0.4803, -2.5983, 3.0832], [2.5044, -2.2396, 0.4130], [2.2509, -3.6141, 0.3936], [1.5163, -1.8489, 0.8180], [2.7200, -1.7482, -0.5333], [3.1814, -1.8802, 1.1706], [2.7500, -3.9707, 1.1420], [-0.1111, 0.4152, 0.1535], [-0.9038, -0.5731, 0.7531], [-0.6126, 1.3492, -0.0840], [0.2888, 0.0296, -0.7631], [0.8242, 0.6047, 0.7562], [-1.2990, -0.2506, 1.5977], [1.7864, 3.2012, 0.9086], [0.7699, 3.7898, 1.6486], [1.3453, 3.0436, -0.1821], [2.0976, 2.3517, 1.3264], [2.6587, 3.8216, 0.8663], [0.2082, 4.2972, 1.0028], [-3.8757, 0.1496, 0.4610], [-3.3729, -0.2042, -0.7807], [-3.2818, 0.9876, 0.8639], [-3.8129, -0.7495, 1.0185], [-5.0257, 0.3767, 0.5349], [-3.4506, 0.5997, -1.2968], [-1.7310, 1.3283, -3.1896], [-1.1129, 1.9862, -4.2943], [-2.1774, 2.0422, -2.4602], [-0.9112, 0.6610, -2.6821], [-2.4517, 0.5923, -3.6555], [-0.5349, 2.7199, -4.0546], [-2.6316, 4.1080, 0.3887], [-1.4333, 3.8187, -0.3232], [-2.4474, 4.6261, 1.3463], [-2.8637, 3.0483, 0.6028], [-3.5342, 4.4217, -0.2301], [-1.3067, 4.3972, -1.0802]],
  "forces_ev_per_angstrom": [[-6.11, 0.83, 2.08], [-3.68, 5.43, -8.54], [9.15, -1.32, -2.83], [1.84, -3.92, 4.18], [1.58, 0.59, 0.62], [-0.27, -1.24, 0.49], [-2.05, 0.10, 2.39], [-0.43, -0.73, -0.12], [4.01, -1.10, 1.84], [-8.69, 2.81, 3.78], [-1.31, 1.13, -4.92], [4.87, -1.78, -3.41], [0.31, 0.09, 1.35], [0.73, -0.38, 0.20], [1.36, -1.15, 0.73], [-1.33, 0.35, 0.62], [-0.93, 0.57, 2.06], [-1.09, -0.45, 0.62], [-0.04, -0.41, -0.44], [0.27, -0.66, -1.74], [0.89, -0.14, 0.47], [0.71, 1.10, 0.08], [-0.28, 1.15, 1.75], [-0.03, -0.50, -0.81], [-0.09, 0.08, -1.02], [-0.48, -0.22, 0.43], [1.00, -0.71, -0.13], [-0.11, 0.26, -0.02], [0.76, -1.70, -2.60], [0.49, -0.25, 0.35], [-0.49, 0.64, -0.25], [-1.06, 0.59, 0.67], [0.06, 0.02, 2.05], [0.30, 0.44, 0.01], [-2.85, 2.10, 1.42], [1.47, -1.21, 0.35], [1.01, 0.48, -0.87], [0.05, -0.34, -0.12], [0.84, -0.31, 0.18], [-0.32, -0.35, -0.44], [1.75, 0.10, 0.47], [-0.90, 0.16, 0.78], [-0.29, 0.15, 0.26], [-0.01, -0.35, -0.68], [-0.97, 0.11, -0.33], [0.54, -0.33, -0.55], [-1.92, 2.67, -4.38], [-1.57, 1.43, 0.05], [1.48, -0.18, 1.99], [0.80, -3.71, 1.54], [0.60, 0.72, -0.34], [0.71, -0.90, 1.10], [-1.83, 0.59, 0.65], [-0.51, 0.36, -1.08], [-0.40, -0.42, 0.40], [0.48, -0.52, 1.18], [1.85, 0.06, -0.64], [0.24, -0.09, -0.66], [1.77, -1.73, 0.30], [-0.41, 0.37, -0.48], [0.04, -0.52, -0.46], [-1.66, 1.19, -0.56], [0.48, 1.06, 0.73], [-0.18, -0.39, 0.44], [-1.05, -2.15, -0.34], [0.57, 1.01, -0.64], [-0.26, 0.21, -0.70], [-0.74, 0.68, 0.74], [1.46, 0.34, 0.69], [-0.09, 0.19, 0.05]]
}

No. 2
{
  "formula": "C39H44BeN6OP",
  "method": "ωB97M-V/def2-TZVPD",
  "charge": 1,
  "e_homo_ev": -9.64,
  "gap_ev": 7.7950,
  "symbols": ["Be", "O", "C", "C", "C", "C", "C", "C", "C", "P", "C", "C", "C", "C", "C", "C", "C", "C", "C", "C", "C", "C", "H", "H", "H", "H", "H", "H", "H", "H", "H", "H", "H", "H", "H", "H", "C", "N", "C", "C", "N", "C", "C", "C", "C", "C", "C", "C", "C", "C", "N", "C", "N", "C", "C", "N", "C", "C", "C", "N", "C", "C", "H", "H", "H", "H", "H", "H", "H", "H", "H", "H", "H", "H", "H", "H", "H", "H", "H", "H", "H", "H", "H", "H", "H", "H", "H", "H", "H", "H", "H", "H"],
  "positions_angstrom": [[-0.3754, 0.2531, -0.5024], [-1.6751, 0.9742, -2.8176], [-1.5618, 0.1607, -1.9111], [-2.5483, -0.9742, -1.8759], [-3.7471, -0.9104, -2.5809], [-4.6704, -1.9347, -2.4764], [-4.4014, -3.0291, -1.6630], [-3.2102, -3.1042, -0.9577], [-2.2778, -2.0757, -1.0645], [-0.6614, -2.0361, -0.2107], [-0.9884, -3.2390, 1.1331], [-1.4973, -2.6308, 2.2830], [-1.8112, -3.3702, 3.4109], [-1.5864, -4.7396, 3.4168], [-1.1246, -5.3601, 2.2667], [-0.8449, -4.6240, 1.1229], [0.4469, -2.8185, -1.4698], [0.6344, -2.1411, -2.6791], [1.4395, -2.6550, -3.6822], [2.0679, -3.8779, -3.5116], [1.9111, -4.5533, -2.3133], [1.1321, -4.0224, -1.2957], [-3.9366, -0.0427, -3.2007], [-5.6000, -1.8828, -3.0286], [-5.1239, -3.8312, -1.5817], [-3.0189, -3.9627, -0.3283], [-1.6502, -1.5587, 2.2714], [-2.2277, -2.8818, 4.2828], [-1.7824, -5.3211, 4.3077], [-0.9892, -6.4338, 2.2490], [-0.5600, -5.1518, 0.2253], [0.1533, -1.1980, -2.8558], [1.5626, -2.0924, -4.5987], [2.6824, -4.2956, -4.2979], [2.3985, -5.5083, -2.1633], [1.0886, -4.5539, -0.3570], [3.3921, 2.4292, 0.4304], [3.2396, 1.0679, 0.9245], [4.3546, 0.6499, 1.7620], [2.2148, 0.2450, 0.6205], [1.3743, 0.4421, -0.3666], [1.6771, 1.2870, -1.4662], [2.7583, 1.0219, -2.2682], [2.9837, 1.7748, -3.4324], [2.1253, 2.7769, -3.7794], [1.0141, 3.0957, -2.9631], [0.1427, 4.1508, -3.3050], [-0.9242, 4.4482, -2.5078], [-1.1674, 3.7091, -1.3426], [-0.3396, 2.6819, -0.9575], [-0.6727, 1.8669, 0.1700], [-1.1855, 2.4176, 1.2480], [-0.9207, 3.6860, 1.6714], [-1.9898, 4.5527, 2.1386], [0.3233, 4.3761, 1.3927], [-1.9936, 1.6731, 2.0508], [-2.1227, 1.9149, 3.4771], [-2.9653, 0.7407, 1.4994], [0.7774, 2.3451, -1.7801], [2.0038, -0.8455, 1.4762], [2.7113, -2.0738, 1.1428], [1.8864, -0.5885, 2.9034], [4.1479, 2.4778, -0.3567], [3.7054, 3.0641, 1.2610], [2.4620, 2.8066, 0.0286], [5.2852, 0.9595, 1.2845], [4.3824, -0.4260, 1.8838], [4.3015, 1.1232, 2.7450], [3.4133, 0.1945, -2.0201], [3.8345, 1.5403, -4.0589], [2.2774, 3.3404, -4.6912], [0.3228, 4.7084, -4.2150], [-1.6028, 5.2468, -2.7770], [-2.0527, 3.9269, -0.7569], [-2.9479, 4.0398, 2.1143], [-2.0567, 5.4257, 1.4830], [-1.8036, 4.9086, 3.1547], [1.0639, 3.6747, 1.0274], [0.6906, 4.8261, 2.3185], [0.1886, 5.1638, 0.6476], [-1.3318, 2.5747, 3.8214], [-2.0296, 0.9608, 4.0003], [-3.0919, 2.3524, 3.7310], [-3.0178, -0.1494, 2.1249], [-2.6922, 0.4495, 0.4890], [-3.9626, 1.1915, 1.4764], [3.7364, -2.0992, 1.5357], [2.1799, -2.9256, 1.5668], [2.7576, -2.1897, 0.0624], [2.8438, -0.5869, 3.4370], [1.2620, -1.3716, 3.3365], [1.3903, 0.3702, 3.0614]],
  "forces_ev_per_angstrom": [[0.25, 0.12, 0.66], [0.06, 0.08, 0.06], [0.41, -0.23, -0.15], [-0.27, -0.07, 0.09], [-0.03, 0.03, -0.03], [0.02, 0.08, -0.07], [0.02, -0.08, 0.04], [-0.02, -0.03, -0.07], [0.00, 0.09, -0.09], [-0.45, -0.55, -0.38], [0.27, 0.45, 0.18], [0.16, -0.05, 0.01], [-0.02, 0.01, 0.03], [-0.02, 0.02, -0.02], [-0.01, -0.09, -0.01], [-0.14, -0.04, -0.03], [0.11, 0.03, 0.09], [-0.03, -0.08, 0.15], [0.00, 0.00, 0.00], [0.03, 0.03, -0.01], [0.08, -0.10, 0.03], [0.01, 0.08, 0.15], [0.03, 0.00, 0.00], [-0.01, -0.02, 0.02], [0.00, 0.01, 0.02], [0.02, -0.01, 0.02], [0.11, -0.01, 0.12], [0.05, 0.00, 0.02], [-0.05, -0.01, -0.02], [-0.01, 0.00, 0.01], [-0.03, 0.02, 0.05], [-0.18, 0.28, -0.05], [-0.01, -0.03, -0.01], [-0.01, 0.00, -0.01], [0.03, 0.03, 0.03], [0.06, 0.06, -0.08], [0.06, 0.04, 0.02], [0.03, 0.18, -0.05], [0.10, -0.02, 0.04], [-0.08, 0.30, -0.03], [0.04, -0.37, -0.09], [0.40, 0.00, -0.39], [-0.25, -0.14, 0.13], [0.02, 0.11, -0.13], [0.11, -0.02, -0.03], [-0.04, -0.10, 0.16], [-0.12, 0.05, -0.01], [0.06, 0.07, -0.09], [0.04, -0.12, 0.16], [-0.18, 0.43, -0.05], [-0.06, -0.03, -0.24], [0.03, -0.24, 0.12], [0.02, -0.02, -0.05], [-0.05, 0.07, 0.10], [-0.02, -0.05, 0.00], [-0.11, 0.02, -0.07], [0.03, -0.03, -0.03], [0.00, 0.01, -0.02], [0.03, 0.05, 0.04], [-0.03, -0.08, -0.07], [-0.14, -0.10, -0.13], [-0.05, 0.04, -0.04], [-0.02, 0.02, 0.01], [0.01, -0.04, 0.04], [0.06, 0.03, 0.01], [-0.01, 0.00, -0.02], [0.03, 0.16, 0.00], [0.02, 0.01, -0.02], [-0.02, 0.00, 0.03], [-0.02, 0.00, -0.01], [0.01, 0.03, 0.02], [0.03, 0.00, 0.00], [0.00, -0.01, -0.02], [0.00, -0.02, 0.00], [0.03, -0.03, 0.00], [0.01, -0.03, -0.03], [0.00, -0.02, 0.00], [-0.02, 0.00, 0.04], [-0.02, 0.01, -0.02], [0.01, -0.03, -0.05], [0.00, 0.01, 0.00], [-0.04, 0.02, 0.02], [0.01, 0.00, 0.02], [-0.03, 0.02, -0.04], [-0.06, 0.00, 0.01], [0.01, 0.01, 0.00], [-0.08, -0.07, 0.01], [-0.09, -0.05, -0.03], [-0.04, -0.04, -0.05], [-0.04, -0.01, 0.00], [-0.02, 0.00, 0.01], [0.02, -0.02, 0.02]]
}

No. 3
{
  "formula": "C2H2Cl2O",
  "method": "ωB97M-V/def2-TZVPD",
  "relative_energy_kcal_mol": 55.8,
  "e_homo_ev": -9.52,
  "gap_ev": 9.8408,
  "symbols": ["C", "C", "O", "Cl", "Cl", "H", "H"],
  "positions_angstrom": [[0.5095, -0.4668, -0.5203], [-0.8244, 0.6806, 0.4441], [-1.9989, 0.9830, 0.5115], [1.9874, 0.5253, -0.5681], [0.6561, -1.9636, 0.3168], [-0.0324, -0.7474, -1.4376], [-0.2973, 0.9888, 1.2536]],
  "forces_ev_per_angstrom": [[-3.21, 1.82, 0.18], [-2.16, -1.29, -1.01], [2.28, -1.52, -2.13], [-1.07, -0.69, -0.17], [0.27, -0.22, 0.74], [1.07, 0.83, -0.11], [2.81, 1.07, 2.51]]
}

No. 4
{
  "formula": "C5H9NO",
  "method": "ωB97M-V/def2-TZVPD",
  "relative_energy_kcal_mol": 32.1,
  "smiles": "Cc1cc[nH]c1.O",
  "e_homo_ev": -8.39,
  "gap_ev": 9.3059,
  "symbols": ["C", "C", "C", "C", "N", "C", "H", "H", "H", "H", "H", "H", "H", "O", "H", "H"],
  "positions_angstrom": [[1.6950, 0.3871, -0.9881], [0.6916, 0.0046, 0.0383], [0.8029, 0.2784, 1.4168], [-0.1962, -0.4319, 2.0556], [-0.8759, -1.1368, 1.1016], [-0.3758, -0.8749, -0.1499], [1.5756, 1.4371, -1.3144], [2.7138, 0.4430, -0.5974], [1.7391, -0.1431, -1.9358], [1.6165, 0.8695, 1.8070], [-0.6908, -0.2472, 2.9930], [-1.3781, -1.9224, 1.4339], [-0.4049, -1.4609, -1.0520], [-1.4100, 1.3344, -2.4429], [-0.9037, 1.2315, -1.6259], [-2.3187, 1.1891, -2.1968]],
  "forces_ev_per_angstrom": [[0.63, 1.82, -0.64], [-0.25, -1.13, -0.32], [-0.16, -0.06, -0.04], [0.25, 1.06, -0.59], [-0.01, 0.29, 0.01], [2.04, 0.38, 0.50], [-0.31, -0.17, 0.11], [-0.06, -0.50, 0.25], [-0.35, -0.56, 0.21], [-0.36, 0.20, 0.41], [0.42, -0.42, 0.44], [-0.92, -0.57, -0.48], [-0.92, -0.32, 0.15], [0.56, 0.15, -0.13], [-0.15, -0.09, -0.04], [-0.42, -0.08, 0.19]]
}

| no. | lowest unoccupied orbital energy (eV) |
| --- | --- |
| 1 | 0.38 |
| 2 | -1.84 |
| 3 | 0.32 |
| 4 | 0.92 |